{"formula": "C28H68Cl4N4", "method": "wB97M-V/def2-TZVPD", "gap_ev": 8.47, "e_tot_ev": -86171.2233, "smiles": "CCN(CC)CC.CCN(CC)CC.CCN(CC)CC.CCN(CC)CC.ClCCCl.ClCCCl", "e_homo_ev": -7.872, "relative_energy_kcal_mol": 25.86, "symbols": ["C", "C", "N", "C", "C", "C", "C", "H", "H", "H", "H", "H", "H", "H", "H", "H", "H", "H", "H", "H", "H", "H", "C", "C", "N", "C", "C", "C", "C", "H", "H", "H", "H", "H", "H", "H", "H", "H", "H", "H", "H", "H", "H", "H", "C", "C", "N", "C", "C", "C", "C", "H", "H", "H", "H", "H", "H", "H", "H", "H", "H", "H", "H", "H", "H", "H", "C", "C", "N", "C", "C", "C", "C", "H", "H", "H", "H", "H", "H", "H", "H", "H", "H", "H", "H", "H", "H", "H", "Cl", "C", "C", "Cl", "H", "H", "H", "H", "Cl", "C", "C", "Cl", "H", "H", "H", "H"], "coordinates": [[1.0107, 2.1110, 3.5936], [2.0167, 3.0210, 2.8326], [1.5007, 3.3190, 1.4356], [0.3357, 4.0720, 1.2296], [-0.2873, 4.9110, 2.1936], [2.6007, 4.2630, 0.8476], [2.5327, 4.2640, -0.7164], [1.4897, 1.6010, 4.6196], [0.6127, 1.3890, 2.9396], [0.0967, 2.7090, 4.1146], [2.9157, 2.3900, 2.7266], [2.4507, 3.8600, 3.3126], [-0.3913, 3.1920, 1.3086], [-0.0063, 4.3940, 0.1516], [-0.1153, 4.9390, 3.1456], [-1.1683, 4.6610, 2.1176], [-0.1153, 6.0120, 1.8606], [3.5097, 3.9690, 1.0846], [2.6217, 5.1600, 1.3956], [1.7177, 4.8750, -1.1974], [2.5377, 3.3580, -1.1234], [3.5047, 4.7600, -1.0324], [-3.1343, -0.4560, -3.4574], [-3.5053, 1.0160, -3.7654], [-4.5553, 1.5100, -2.8674], [-4.5113, 2.7720, -2.5164], [-4.0513, 3.7760, -3.3834], [-5.8373, 1.1730, -3.4124], [-6.8993, 1.1850, -2.2264], [-1.9843, -0.5900, -3.7434], [-3.6653, -1.0840, -4.1524], [-2.9953, -0.5910, -2.4494], [-3.7683, 1.2840, -4.8814], [-2.4473, 1.4440, -3.6704], [-3.4853, 2.7070, -2.0824], [-5.1223, 3.1850, -1.7714], [-3.6543, 3.7070, -4.3634], [-3.2323, 4.5780, -3.0144], [-5.0803, 4.1470, -3.8254], [-5.9483, 0.1350, -3.9134], [-6.0813, 1.7050, -4.2584], [-6.4473, 0.8830, -1.3414], [-7.7083, 0.6880, -2.6044], [-7.3323, 2.2490, -2.0064], [7.6647, -6.2070, -0.8674], [6.5807, -5.4010, -1.6354], [5.4237, -5.2610, -0.7574], [4.6727, -4.0930, -0.8054], [4.3417, -3.5710, -2.0424], [4.6667, -6.4890, -0.7574], [3.7717, -6.6840, 0.5216], [8.0867, -5.6290, -0.1394], [8.6327, -6.5950, -1.6464], [7.3467, -7.1110, -0.2434], [6.3887, -5.7050, -2.6524], [6.9797, -4.6420, -1.9554], [5.3797, -3.3750, -0.4724], [4.1737, -4.1570, 0.2716], [4.7647, -3.8310, -2.9314], [4.2787, -2.3490, -1.9664], [3.2207, -3.8160, -2.2154], [5.2667, -7.4720, -0.7054], [3.9067, -6.2650, -1.5594], [4.2517, -6.4330, 1.5476], [3.2297, -7.6680, 0.4056], [2.8527, -5.8640, 0.7036], [-1.7733, -1.5560, 2.3386], [-2.5173, -0.2490, 2.6866], [-2.7363, 0.7010, 1.6056], [-3.5833, 0.2090, 0.4936], [-4.8183, -0.3460, 0.9106], [-3.0993, 2.0170, 2.0766], [-3.2513, 2.9570, 0.8046], [-1.4683, -1.9600, 3.1656], [-0.9053, -1.5280, 1.7156], [-2.5163, -2.3370, 1.9606], [-1.7033, 0.1440, 3.3716], [-3.3263, -0.3200, 3.3756], [-2.9523, -0.7300, 0.1516], [-3.4533, 0.7220, -0.4014], [-5.0193, -0.5710, 1.8766], [-5.0873, -1.1710, 0.2686], [-5.6303, 0.3790, 0.6576], [-2.2453, 2.4400, 2.6616], [-4.0143, 2.1060, 3.0056], [-3.5793, 3.9710, 1.1986], [-4.1633, 2.6660, 0.1916], [-2.3703, 2.9690, 0.1426], [1.8747, -1.0930, -1.0224], [1.0027, 0.2990, -0.3064], [-0.1703, 0.7070, -1.0994], [0.2177, 1.0160, -2.8014], [1.7827, 0.9670, -0.1814], [0.8517, -0.0320, 0.7056], [-0.9303, 1.6400, -0.6504], [-0.8083, -0.1040, -1.1544], [4.4147, -0.7700, 2.0116], [3.5327, -1.9440, 2.9396], [2.1927, -1.4870, 3.3266], [1.2147, -2.8890, 3.8656], [4.2177, -2.1460, 3.7986], [3.3277, -2.9950, 2.5996], [1.5457, -1.0710, 2.4906], [2.1427, -0.6450, 3.9896]]}